Run P
9
Properties=species:S:1:pos:R:3 method="wB97M-V/def2-TZVPD" charge=0 gap_ha="0.25380 / 0.25383" molar_mass_g_mol=64.09
C 0.389 1.228 -1.052
C -0.074 0.200 -0.163
C -0.441 -0.795 0.577
C -0.133 -1.627 1.629
C -0.076 -2.504 2.527
H -0.198 2.153 -1.050
H 0.632 0.904 -2.070
H 1.350 1.474 -0.558
H -1.449 -1.034 0.160



Run Q
9
Properties=species:S:1:pos:R:3 method="wB97M-V/def2-TZVPD" charge=0 gap_ha="0.27145 / 0.26700" molar_mass_g_mol=64.09
C -1.994 0.144 -0.070
C -1.442 1.406 0.127
C 0.643 0.224 0.127
C -1.740 -1.038 -0.121
C -0.092 1.351 -0.168
H 0.430 -0.609 0.783
H 1.731 0.210 -0.065
H -1.819 -2.005 0.144
H 0.482 2.174 -0.586



Run R
9
Properties=species:S:1:pos:R:3 method="wB97M-V/def2-TZVPD" charge=0 gap_ha=0.29206 molar_mass_g_mol=64.09
C -1.468 -0.330 -0.019
C 0.036 -0.426 0.035
C 1.018 0.427 0.022
C 2.148 1.065 0.008
C 3.311 1.601 -0.015
H -1.927 -0.866 0.820
H -1.852 -0.786 -0.939
H -1.820 0.704 0.012
H 0.554 -1.390 0.076



Decreasing stability: run R, run Q, run P



Run P
22
Properties=species:S:1:pos:R:3 method="wB97M-V/def2-TZVPD" charge=-1 gap_ha=0.26527 molar_mass_g_mol=120.17
C -2.291 0.582 0.258
C -0.735 0.541 0.170
C -0.277 -0.917 0.322
C -0.870 -1.652 1.587
N -0.403 0.983 -1.196
C 1.034 1.108 -1.403
O 1.792 -0.031 -1.389
H -2.762 -0.337 0.484
H -2.490 1.186 1.125
H -2.897 1.133 -0.501
H -0.458 1.134 1.013
H -0.639 -1.562 -0.492
H 0.881 -0.965 0.271
H -0.653 -0.972 2.393
H -0.223 -2.613 1.710
H -1.872 -1.947 1.273
H -0.716 0.386 -1.986
H 1.327 1.587 -2.333
H 1.329 1.727 -0.677
H 2.801 0.065 -0.332
H 4.322 0.415 -0.491
O 3.802 0.149 0.195



Run Q
22
Properties=species:S:1:pos:R:3 method="wB97M-V/def2-TZVPD" charge=-1 gap_ha=0.28345 molar_mass_g_mol=120.17
C -1.520 -1.825 0.071
N -0.689 -0.865 0.835
C 1.254 0.260 -2.228
C 0.106 0.361 -1.243
C 0.523 -0.308 0.090
C 1.338 0.721 1.057
O 0.775 1.930 1.270
H -1.898 -2.503 0.886
H -1.102 -2.583 -0.622
H -2.265 -1.188 -0.386
H -1.399 -0.154 1.216
H 1.539 1.350 -2.566
H 2.137 -0.294 -1.809
H 0.762 0.025 -3.243
H -0.199 1.355 -1.016
H -0.805 -0.049 -1.807
H 1.052 -1.280 -0.099
H 1.388 0.116 2.014
H 2.320 0.711 0.555
H -1.902 1.661 2.365
H -0.174 1.522 2.077
O -1.239 1.037 2.582



Run R
22
Properties=species:S:1:pos:R:3 method="wB97M-V/def2-TZVPD" charge=-1 gap_ha=0.28612 molar_mass_g_mol=120.17
C 1.069 1.460 -0.511
O 0.836 1.896 0.827
C 1.353 -0.037 -0.736
C 0.341 -0.771 -1.645
C -1.206 -0.618 -1.469
C -1.787 -0.467 -0.076
N -1.665 -1.599 0.798
H 0.219 1.718 -1.173
H 1.955 2.042 -0.821
H 2.299 -0.032 -1.288
H 1.516 -0.441 0.252
H 0.589 -0.206 -2.543
H 0.515 -1.825 -1.640
H -1.649 -1.548 -1.858
H -1.594 0.177 -2.009
H -1.300 0.361 0.400
H -2.833 -0.102 -0.138
H -1.022 -1.348 1.567
H -1.355 -2.456 0.297
H 1.314 0.417 3.278
H 0.881 1.119 1.577
O 0.921 0.088 2.479



Decreasing stability: run R, run P, run Q



Run P
35
Properties=species:S:1:pos:R:3 method="wB97M-V/def2-TZVPD" charge=-1 gap_ha=0.36199 molar_mass_g_mol=215.17
O -0.097 -0.332 -0.510
H 0.388 0.028 0.240
O -2.189 0.255 0.981
H -2.120 1.193 1.212
H -1.438 0.129 0.452
O -0.211 1.847 2.957
H 0.337 2.479 3.471
H 0.239 1.090 2.531
O 1.002 -1.513 -2.598
H 0.479 -2.312 -2.682
H 0.627 -1.021 -1.900
O 3.013 2.521 0.310
H 2.564 1.910 0.886
H 3.047 2.026 -0.498
O -1.741 -2.304 -1.208
H -1.852 -2.311 -2.107
H -1.162 -1.563 -0.993
O -0.933 1.622 -2.001
H -1.013 1.161 -2.859
H -0.599 0.877 -1.451
O 2.157 0.795 -1.495
H 1.880 0.915 -2.422
H 1.417 0.394 -1.039
O -0.785 -1.152 2.997
H -1.345 -0.738 2.384
H -0.193 -1.664 2.479
O -3.457 0.161 -1.952
H -2.538 0.144 -1.751
H -3.773 1.075 -1.839
O 1.896 0.443 1.887
H 2.434 -0.319 1.677
H 2.389 0.810 2.612
O 0.348 -2.580 0.764
H 1.121 -2.255 1.202
H 0.105 -1.794 0.256



Run Q
35
Properties=species:S:1:pos:R:3 method="wB97M-V/def2-TZVPD" charge=-1 gap_ha=0.32870 molar_mass_g_mol=215.17
O -0.631 -0.450 -0.169
H 0.228 -0.031 -0.015
O -2.725 0.589 0.996
H -1.875 0.173 0.663
H -2.369 0.713 1.887
O -0.666 -1.378 2.303
H -0.948 -0.659 2.901
H -0.617 -1.008 1.429
O -1.645 2.918 -0.130
H -2.346 3.032 0.482
H -1.647 1.944 -0.324
O -1.638 0.436 -2.405
H -2.367 1.041 -2.220
H -1.262 0.044 -1.596
O 1.978 -2.441 1.520
H 1.186 -1.902 1.481
H 2.424 -2.140 2.373
O 1.988 0.463 2.451
H 2.945 0.438 2.417
H 1.752 0.915 1.628
O 1.472 2.191 0.110
H 2.411 2.124 -0.031
H 1.390 3.124 0.219
O 0.551 2.244 -2.579
H 0.808 2.148 -1.697
H -0.099 1.573 -2.789
O 2.722 -1.113 -0.699
H 2.653 -1.641 0.129
H 3.082 -0.250 -0.427
O 0.251 -2.324 -1.926
H -0.501 -2.399 -2.516
H -0.046 -1.615 -1.345
O -2.543 -2.187 -0.630
H -1.774 -1.619 -0.469
H -2.144 -2.952 -1.022



Decreasing stability: run Q, run P



Run P
30
Properties=species:S:1:pos:R:3 method="wB97M-V/def2-TZVPD" charge=0 gap_ha=0.33882 molar_mass_g_mol=182.34 smiles="CO[SiH2][C@@]12CC[C@@H](C1)C(C)=C2C"
C -2.781 1.219 -2.544
O -1.699 0.857 -1.750
Si -1.271 -0.710 -1.688
C 0.154 -0.464 -0.456
C 0.970 -1.781 -0.231
C 2.285 -1.254 0.406
C 2.106 0.264 0.409
C 1.418 0.347 -0.930
C 0.966 0.562 1.419
C 1.452 1.270 2.615
C -0.185 0.149 0.905
C -1.492 0.214 1.647
H -2.957 2.425 -2.513
H -3.820 0.796 -2.156
H -2.732 1.093 -3.597
H -0.615 -1.143 -2.793
H -2.443 -1.498 -1.547
H 1.181 -2.434 -1.097
H 0.346 -2.313 0.450
H 2.524 -1.848 1.334
H 2.984 -1.535 -0.290
H 3.166 0.822 0.550
H 1.165 1.406 -1.423
H 1.931 -0.132 -1.723
H 2.073 0.428 3.198
H 0.586 1.557 3.141
H 2.189 2.167 2.353
H -2.093 0.998 1.068
H -1.386 0.365 2.624
H -1.927 -0.871 1.610



Run Q
30
Properties=species:S:1:pos:R:3 method="wB97M-V/def2-TZVPD" charge=0 gap_ha=0.30351 molar_mass_g_mol=182.34 smiles="C/C=C1/[C@H]2CC[C@H](C2)[C@@H]1[Si@H](C)O"
C 1.268 1.493 2.403
C -0.013 0.680 2.271
C -0.356 0.348 1.025
C -1.608 -0.498 0.810
C -2.685 0.386 0.227
C -2.054 0.912 -1.107
C -0.767 0.090 -1.223
C -1.161 -1.249 -0.528
C 0.253 0.651 -0.244
Si 2.266 -0.305 -0.661
C 2.163 -1.417 -2.210
O 2.681 -1.077 0.647
H 1.204 2.169 1.515
H 2.167 0.896 2.329
H 1.315 2.058 3.281
H -0.623 0.278 3.072
H -2.027 -1.163 1.553
H -2.930 1.104 0.951
H -3.604 -0.113 -0.092
H -2.838 0.780 -1.894
H -1.937 2.025 -1.052
H -0.554 -0.091 -2.314
H -0.378 -1.870 -0.230
H -2.007 -1.769 -0.916
H 0.331 1.743 -0.340
H 2.948 1.000 -0.780
H 1.471 -1.265 -3.000
H 3.166 -1.450 -2.654
H 1.856 -2.439 -1.866
H 2.454 -1.907 1.027



Decreasing stability: run Q, run P



Run P
16
Properties=species:S:1:pos:R:3 method="wB97M-V/def2-TZVPD" charge=-1 gap_ha=0.30911 molar_mass_g_mol=100.09
N -1.104 -1.962 0.529
C -1.126 -0.560 -0.022
O 0.054 0.056 0.363
H -0.408 -2.512 0.014
H -1.039 -1.818 1.510
H -1.414 -0.567 -1.160
H -1.993 -0.051 0.383
H 1.568 0.576 -2.246
H 1.017 0.490 -0.737
O 1.713 0.820 -1.334
H -0.366 2.033 -0.865
H -0.702 3.390 -0.201
O -0.764 2.898 -1.115
H 0.893 -0.521 1.511
H 2.134 -1.113 1.308
O 1.537 -1.160 2.062



Run Q
16
Properties=species:S:1:pos:R:3 method="wB97M-V/def2-TZVPD" charge=-1 gap_ha=0.30806 molar_mass_g_mol=100.09
N 0.481 -2.412 -0.324
C -0.429 -1.306 -0.719
O 0.061 -0.056 -0.500
H 0.752 -2.251 0.635
H 1.352 -2.300 -0.836
H -1.327 -1.465 -0.113
H -0.566 -1.491 -1.792
H -2.061 0.704 1.014
H -2.429 -0.414 1.929
O -2.682 0.494 1.726
H -0.273 1.450 0.102
H 0.765 2.509 0.325
O -0.167 2.356 0.519
H 1.619 0.381 -0.749
H 2.898 0.151 -1.661
O 2.597 0.578 -0.860



Run R
16
Properties=species:S:1:pos:R:3 method="wB97M-V/def2-TZVPD" charge=-1 gap_ha=0.30942 molar_mass_g_mol=100.09
N 0.002 -2.108 0.215
C -0.613 -1.224 -0.803
O -0.397 0.140 -0.596
H -0.270 -1.737 1.111
H 1.006 -2.184 0.114
H -1.697 -1.380 -0.695
H -0.191 -1.528 -1.768
H -1.433 1.451 1.899
H -1.412 0.474 0.766
O -1.887 0.625 1.631
H 0.298 1.589 0.135
H -0.167 2.905 -0.384
O 0.427 2.569 0.285
H 1.406 -0.180 -0.789
H 2.529 0.698 -0.303
O 2.400 -0.111 -0.818



Decreasing stability: run R, run Q, run P



Run P
8
Properties=species:S:1:pos:R:3 method="wB97M-V/def2-TZVPD" charge=0 gap_ha=0.34521 molar_mass_g_mol=134.94
C -0.989 -0.669 0.109
C 0.375 1.156 -0.167
F -1.055 -1.392 -1.036
F 0.841 1.171 1.064
Cl -2.439 0.085 0.592
Cl -0.533 2.570 -0.579
H -0.502 -1.344 0.763
H 1.218 0.728 -0.901



Run Q
8
Properties=species:S:1:pos:R:3 method="wB97M-V/def2-TZVPD" charge=0 gap_ha=0.35746 molar_mass_g_mol=134.94
C 1.551 -0.009 -0.002
C -2.711 0.455 -0.567
F 0.924 1.165 -0.106
F -2.231 -0.746 -1.051
Cl 0.808 -0.951 1.323
Cl -2.361 0.481 0.992
H 1.461 -0.458 -0.956
H 2.559 0.062 0.367



Decreasing stability: run P, run Q